No. 1
Computed, not measured: a molecular structure, C28H22F7NO5RuSTe, with the ωB97M-V functional and the def2-TZVPD basis.

XYZ file:
```
66
Properties=species:S:1:pos:R:3:forces:R:3
Ru 1.39792 0.41751 0.49998 -0.023 0.037 0.053
F 1.61243 4.66489 -2.79280 0.001 0.000 0.002
C 0.90426 3.95611 -1.89356 -0.010 -0.015 -0.006
C 1.50215 2.89741 -1.24150 -0.050 -0.014 -0.018
C 0.74572 2.17581 -0.32846 0.074 0.049 -0.007
C -0.58105 2.54121 -0.03910 0.010 -0.033 -0.001
C -1.12320 3.60957 -0.74048 -0.004 0.001 0.012
F -2.40652 3.98718 -0.53006 -0.007 -0.003 0.000
C -0.40963 4.32737 -1.67524 0.012 0.004 -0.004
C -1.25827 1.77157 1.01483 0.017 -0.003 -0.016
C -2.46669 2.08490 1.62502 -0.017 -0.009 -0.023
C -2.91407 1.29821 2.67192 -0.005 -0.023 0.004
C -2.15870 0.21971 3.10115 -0.010 0.006 -0.009
C -0.96797 -0.04384 2.45203 -0.016 -0.015 -0.016
N -0.54754 0.70438 1.43420 0.023 0.015 -0.045
H 2.53588 2.64585 -1.43317 0.001 -0.001 0.001
H -0.85983 5.15501 -2.20356 0.002 0.000 0.001
H -3.03646 2.93558 1.29016 0.002 -0.008 0.002
H -3.85259 1.53612 3.15696 0.002 0.000 0.002
H -2.47365 -0.40632 3.92323 -0.001 -0.003 0.004
H -0.31033 -0.85887 2.72587 0.006 0.006 -0.002
O 0.62369 -4.62324 0.38822 -0.096 0.231 -0.140
C 1.78138 -4.65490 1.05234 -0.012 0.022 0.046
O 1.92313 -5.41078 1.98149 0.039 -0.017 -0.023
C 2.88011 -3.73725 0.60226 -0.026 -0.007 -0.055
C 2.93412 -3.19416 -0.67948 0.031 0.080 -0.043
C 3.95765 -2.33277 -1.01997 0.027 0.006 0.098
C 4.96251 -2.00179 -0.08917 -0.073 -0.014 -0.160
S 6.22206 -0.93284 -0.52489 0.024 0.005 0.068
C 4.89689 -2.57309 1.19825 0.053 0.025 0.022
C 3.87620 -3.43178 1.53038 -0.024 -0.002 0.059
H 0.53402 -3.86972 -0.23841 0.107 -0.129 -0.065
H 2.17448 -3.40488 -1.41909 -0.072 -0.031 0.074
H 3.98551 -1.87701 -1.99995 0.025 -0.011 -0.008
H 5.66390 -2.31650 1.91701 -0.001 0.006 0.004
H 3.81160 -3.86944 2.51694 0.001 -0.002 -0.001
C -5.36879 1.08898 -0.89367 -0.003 -0.002 0.004
C -4.04331 0.39240 -1.04599 0.001 -0.024 0.023
C -3.70549 -0.68760 -0.24084 -0.014 0.029 0.003
C -2.48239 -1.33712 -0.36275 0.043 -0.008 0.013
C -2.17104 -2.51945 0.51768 -0.021 0.048 0.011
C -1.56194 -0.86098 -1.30184 -0.047 0.050 -0.036
C -1.89069 0.20123 -2.14969 -0.010 -0.022 0.006
C -0.94578 0.67895 -3.22058 -0.001 0.000 0.039
C -3.13306 0.80867 -2.00806 0.006 0.018 0.004
C -0.20123 -1.50530 -1.37816 0.071 -0.020 0.051
O -0.12221 -2.71954 -1.56875 0.034 -0.147 0.091
O 0.81430 -0.72870 -1.22647 -0.093 -0.047 0.006
H -5.81181 0.88111 0.08102 0.000 0.000 0.001
H -6.07775 0.75898 -1.65675 0.001 0.002 0.000
H -5.25614 2.16962 -0.99553 -0.001 0.001 0.001
H -4.40767 -1.03141 0.51252 -0.006 0.003 -0.001
H -2.92375 -2.62114 1.30064 0.007 0.015 -0.001
H -1.19221 -2.43166 0.99167 0.022 0.010 0.004
H -2.14392 -3.43873 -0.06529 -0.015 -0.024 -0.017
H -0.10339 1.21631 -2.78841 0.049 0.040 0.023
H -1.46298 1.34046 -3.91617 0.004 -0.005 0.007
H -0.53056 -0.15837 -3.78342 0.000 -0.007 0.004
H -3.38861 1.63938 -2.65925 0.003 0.000 0.002
F 4.59083 2.96640 3.29922 -0.001 0.032 0.001
Te 4.09346 1.72595 1.89238 0.057 -0.055 -0.046
F 3.35850 3.27483 1.13256 -0.001 0.021 0.000
F 1.53132 -1.16664 1.64657 0.015 -0.008 -0.031
F 2.20867 1.61049 2.61625 -0.052 0.002 0.040
F 5.60134 2.23271 0.79427 0.013 -0.011 -0.002
O 3.16720 0.83101 0.24345 -0.065 -0.047 -0.010
```
Positions in Å, forces in eV/Å.

For the total energy, the calculation gives -80858.205 eV. The spin multiplicity is 6. The relative energy (zero: lowest compared OMol25 entry of this formula, charge and spin) is 0.0 kJ/mol. As for the total charge: -1.

No. 2
Computed, not measured: a molecular structure, C28H23Cl2N3PRhS2, with the ωB97M-V functional and the def2-TZVPD basis.

XYZ file:
```
60
Properties=species:S:1:pos:R:3:forces:R:3
Rh 0.01104 0.36163 -0.88785 -0.023 -0.093 -0.480
Cl 0.06836 2.76798 -1.44721 0.090 0.200 0.005
C -0.82365 3.44843 -0.08535 0.000 -0.089 -0.019
C -1.11741 4.79758 -0.13957 -0.028 0.002 0.008
C -1.80985 5.36357 0.91811 0.019 0.016 -0.002
C -2.19293 4.58176 1.99696 -0.010 0.005 0.010
C -1.88355 3.23376 2.01772 0.012 -0.005 -0.003
Cl -2.34807 2.27088 3.37503 0.016 0.008 0.006
C -1.18428 2.62399 0.97024 0.000 0.039 -0.002
S -0.79468 0.90773 1.13492 -0.007 -0.127 0.175
H -0.81448 5.38907 -0.99235 0.004 -0.001 -0.001
H -2.04905 6.41741 0.90194 -0.015 -0.004 -0.007
H -2.73401 5.01060 2.82896 -0.004 -0.001 -0.002
N -1.88593 -1.89119 -0.35908 0.039 0.041 0.040
P -0.20295 -1.78111 -0.37372 -0.112 -0.128 -0.133
C 0.46061 -2.69925 -1.75695 0.064 -0.043 0.056
C 0.93360 -2.00397 -2.86970 -0.035 0.025 -0.013
C 1.39469 -2.69287 -3.97958 -0.005 -0.003 0.001
C 1.38020 -4.08045 -3.97623 0.007 -0.004 0.004
C 0.90203 -4.78072 -2.87414 -0.005 0.002 -0.003
C 0.44461 -4.09565 -1.76214 0.003 -0.004 -0.004
C 0.32538 -2.52563 1.14983 0.005 0.102 0.043
C 1.60481 -3.08336 1.22269 -0.019 -0.030 -0.009
C 2.03464 -3.64881 2.41063 0.001 0.005 0.001
C 1.19822 -3.65572 3.52049 0.002 0.006 -0.004
C -0.06520 -3.08296 3.45555 0.003 0.014 -0.007
C -0.50388 -2.50637 2.27459 0.017 0.030 0.021
C -2.63106 -0.98081 -1.08453 0.042 0.004 0.014
C -4.00374 -1.13578 -1.25943 0.003 -0.016 -0.045
C -4.68841 -0.18449 -1.97979 -0.001 0.005 0.011
C -3.99617 0.89340 -2.53176 -0.002 -0.025 -0.020
C -2.64701 0.98190 -2.31373 0.057 -0.055 -0.102
N -1.95924 0.06801 -1.59401 -0.224 0.154 0.388
H -2.35881 -2.70122 0.01477 -0.014 -0.024 -0.058
H 0.95264 -0.91442 -2.89061 0.021 -0.013 0.004
H 1.76312 -2.15274 -4.84065 0.009 0.000 0.004
H 1.74731 -4.62209 -4.83757 -0.016 0.000 -0.007
H 0.88874 -5.86196 -2.88359 0.012 0.000 0.005
H 0.08274 -4.64524 -0.90112 0.009 0.003 0.005
H 2.25223 -3.08774 0.35481 0.001 -0.007 0.001
H 3.01881 -4.09299 2.46944 0.000 0.000 -0.001
H 1.53421 -4.11072 4.44269 0.001 0.000 0.000
H -0.70904 -3.08580 4.32438 0.001 0.000 0.000
H -1.47938 -2.03787 2.23450 -0.010 -0.027 -0.011
H -4.50795 -1.99039 -0.83021 -0.001 -0.003 -0.006
H -5.75717 -0.27782 -2.11792 0.003 -0.009 -0.014
H -4.49783 1.64722 -3.11959 -0.002 0.003 0.005
H -2.06712 1.79173 -2.73125 0.004 0.030 0.048
S 2.29066 0.31243 -0.47394 0.163 -0.024 0.215
C 2.80432 1.68284 0.47660 -0.062 0.100 -0.059
N 2.26032 1.89859 1.69261 0.065 -0.028 -0.014
C 2.64983 2.87664 2.53201 -0.005 0.051 -0.019
C 3.67049 3.71463 2.17352 -0.021 0.014 0.032
C 4.26538 3.53409 0.92483 0.002 -0.006 -0.035
C 3.82878 2.53469 0.07576 0.053 -0.056 -0.004
H 1.49257 1.28931 1.96678 -0.121 -0.020 -0.016
H 2.11527 2.94331 3.46869 0.008 -0.018 0.004
H 3.99384 4.49178 2.84930 0.000 0.001 -0.002
H 5.07019 4.18672 0.61294 -0.001 -0.001 -0.004
H 4.27317 2.38851 -0.89771 0.006 0.003 0.002
```
Positions in Å, forces in eV/Å.

For the total energy, the calculation gives -92881.379 eV. The relative energy (zero: lowest compared OMol25 entry of this formula, charge and spin) is 0.0 kJ/mol. As for the total charge: +2.

No. 3
Computed, not measured: 2 unconnected molecules or ions with the total composition C28H23F3N in a non-equilibrium geometry, with the ωB97M-V functional and the def2-TZVPD basis.

XYZ file:
```
55
Properties=species:S:1:pos:R:3:forces:R:3
C -2.93733 -4.25127 1.36797 0.208 0.269 0.085
C -2.62567 -3.63847 2.59194 -0.051 -0.040 -0.254
C -1.73211 -2.56424 2.63238 0.004 0.039 -0.383
C -1.13979 -2.10973 1.44904 -0.035 -0.346 0.117
C -0.24752 -0.89006 1.46336 0.141 1.073 -0.818
N 0.89162 -1.09889 0.58231 0.672 -1.864 1.203
C 2.11543 -0.90838 0.88779 -0.081 0.570 -0.376
C 3.14448 -1.94592 0.93320 0.602 -0.387 -0.908
C 4.48534 -1.58222 1.17969 -0.448 -0.300 0.081
C 5.43286 -2.56465 1.44790 -0.015 -0.239 -0.063
C 5.06540 -3.92139 1.42542 -0.338 0.444 -0.155
C 3.75779 -4.29238 1.06784 0.096 0.339 -0.028
C 2.80019 -3.30868 0.80874 0.230 0.075 0.173
C -1.36757 -2.78509 0.24656 -0.411 -0.174 0.107
C -2.29840 -3.83004 0.19254 0.122 0.239 0.368
H -3.66797 -5.06153 1.33156 0.262 0.236 0.040
H -3.08994 -3.99222 3.51505 0.143 0.094 -0.318
H -1.46756 -2.06866 3.57207 -0.250 -0.232 -0.253
H -0.79453 -0.03393 1.02295 -0.534 -0.010 0.486
H 0.02572 -0.63498 2.51031 0.014 -0.010 -0.632
H 2.49584 0.10131 1.14385 -0.013 -0.088 0.756
H 4.75146 -0.52459 1.15908 0.013 -0.251 0.190
H 6.46425 -2.28221 1.67112 -0.354 -0.116 -0.069
H 5.80321 -4.68335 1.67315 -0.183 0.170 -0.112
H 3.48990 -5.34780 0.99194 0.084 0.340 0.057
H 1.77776 -3.56957 0.51911 0.340 0.100 0.244
H -0.80400 -2.48900 -0.64137 -0.212 -0.104 0.266
H -2.52620 -4.30178 -0.76434 0.107 0.021 0.308
F 0.10332 7.28626 -0.45761 -0.434 -0.936 1.155
C -0.31240 6.66224 0.69610 0.163 2.390 0.366
F 0.62592 6.92468 1.64788 -0.917 -0.480 -0.879
F -1.46872 7.29657 1.07649 1.122 -0.907 -0.373
C -0.52560 5.19524 0.46570 0.042 -0.327 -0.101
C 0.09658 4.23370 1.26595 -0.081 -0.255 0.034
C 0.04721 2.90456 0.88303 0.503 -0.198 -0.312
C -0.58607 2.51646 -0.33802 -0.316 0.469 0.150
C -0.36311 1.24475 -0.91820 -0.249 1.295 -0.066
C -1.03916 0.84934 -2.13092 -0.750 -0.365 -1.388
C -1.94825 -0.24347 -2.21408 0.584 0.293 0.398
C -2.65095 -0.48428 -3.39226 -0.033 0.074 -0.115
C -2.43256 0.30832 -4.52739 0.290 0.149 0.262
C -1.48889 1.34518 -4.48442 -0.331 -0.381 -0.006
C -0.82661 1.62581 -3.30085 -0.064 0.337 0.542
C -1.41160 3.50661 -0.97479 0.121 -0.358 -0.301
C -1.34702 4.83096 -0.59983 -0.109 -0.109 -0.177
H 0.62578 4.52808 2.16571 -0.020 -0.005 -0.164
H 0.53416 2.13427 1.48803 -0.041 0.299 -0.225
H 0.47642 0.65493 -0.56055 -0.365 -0.581 0.592
H -2.13235 -0.83983 -1.31536 0.009 0.149 -0.412
H -3.38974 -1.29610 -3.43079 0.394 0.427 0.089
H -3.00342 0.13712 -5.44009 0.200 -0.047 0.254
H -1.29139 1.95346 -5.36675 -0.083 -0.170 0.238
H -0.15440 2.48732 -3.24513 -0.097 -0.400 -0.112
H -2.03420 3.22733 -1.82322 0.158 0.020 0.257
H -1.90560 5.59020 -1.14979 0.190 -0.231 0.181
```
Positions in Å, forces in eV/Å.

For the total energy, the calculation gives -39042.497 eV. The relative energy (zero: lowest compared OMol25 entry of this formula, charge and spin) is 118.6 kJ/mol. As for the total charge: +1.